60
Properties=species:S:1:pos:R:3:forces:R:3:mulliken_charge:R:1 method="wB97M-V/def2-TZVPD" de_lowest_kj_mol=153.9 homo_lumo_gap_ha=0.3662 lumo_energy_ev=0.160
C -1.99632 1.23637 3.18147 -0.66 -0.54 0.66 -0.763
N -1.53733 -0.14243 3.40289 -0.34 1.57 -1.18 -0.057
C -1.06751 -0.97488 2.42274 -0.28 -1.04 1.56 -0.181
C -1.32671 -0.72072 0.94617 0.17 0.56 1.02 1.534
C -0.05274 -0.08728 0.43690 0.40 0.36 -1.00 0.561
C -1.63872 -2.02385 0.23159 -0.16 0.40 0.34 -1.804
O -0.47068 -1.97821 2.82539 -0.04 0.08 -0.50 -0.770
H -2.16181 1.40925 2.12462 0.19 0.25 0.03 0.229
H -1.30814 1.95445 3.63067 0.12 0.01 -0.33 0.268
H -2.96204 1.36585 3.69300 0.18 0.04 -0.21 0.298
H -1.31415 -0.32731 4.36681 0.26 -0.60 -0.15 0.349
H -2.08261 0.05686 0.85778 -0.36 -0.52 -0.23 -0.207
H 0.73807 -0.84207 0.36264 0.11 0.30 0.30 -0.055
H -0.18505 0.29083 -0.58592 -0.08 -0.17 0.19 0.138
H 0.24238 0.78288 1.03979 0.15 -0.38 0.00 -0.447
H -1.83706 -1.87303 -0.81653 -0.05 0.35 -0.10 0.481
H -2.51400 -2.50805 0.67384 0.23 -0.17 0.02 0.470
H -0.74526 -2.64273 0.29534 -0.16 -0.33 0.15 0.201
H 2.27311 -2.07709 2.95873 -0.84 -0.13 0.14 0.286
H 1.05426 -3.12390 2.71306 0.00 1.05 0.19 0.402
O 2.00620 -2.95657 2.67563 1.28 -0.86 -0.57 -0.671
H 4.47241 1.66986 1.34069 0.32 0.16 0.19 0.263
H 3.27558 1.12009 0.58921 -0.14 0.10 0.21 0.413
O 3.60363 1.30349 1.50320 -0.24 -0.15 -0.08 -0.629
H -0.16415 -0.36978 -3.17795 0.26 -0.17 -0.09 0.468
H 0.75041 -1.42241 -2.59098 0.41 0.15 0.07 0.212
O 0.76317 -0.50373 -2.90242 -0.04 0.12 0.05 -0.607
H 2.11746 2.63124 1.69080 0.13 0.50 0.00 0.410
H 0.79705 2.39733 2.30050 0.31 1.08 -0.05 0.256
O 1.29439 3.13828 1.86125 -0.24 -1.20 -0.21 -0.787
H -1.76688 3.18270 -2.56378 -0.65 -0.34 -0.25 0.334
H -1.18425 3.19580 -1.24065 -0.79 -0.39 0.45 0.429
O -2.07351 3.06023 -1.64875 0.95 0.43 -0.28 -0.691
H 1.72535 -3.37275 -1.26629 -0.29 0.38 0.02 0.355
H 2.16120 -3.41904 -2.66686 0.01 0.04 -0.59 0.256
O 1.36997 -3.20882 -2.16767 -0.01 -0.47 0.27 -0.613
H -2.08339 -1.46705 -3.77249 0.51 -0.05 -0.12 0.265
H -2.29504 -0.23498 -2.97780 0.30 0.09 -0.31 0.393
O -1.76355 -0.54923 -3.73652 -1.33 0.12 0.40 -0.679
H 0.72221 4.19136 -1.02359 0.07 -0.11 -0.18 0.256
H 0.70288 3.33583 0.24567 -0.14 -0.14 -0.11 0.399
O 0.50734 3.29598 -0.73290 0.25 0.44 0.54 -0.676
H 1.02490 0.33844 3.65495 -0.22 -0.19 0.01 0.344
H 2.15013 1.33922 3.67248 0.42 0.19 -0.08 0.269
O 1.19420 1.28358 3.71408 -0.24 -0.45 0.27 -0.672
H 2.80676 -2.94095 0.83110 -0.15 -0.51 0.00 0.369
H 3.16262 -2.02996 -0.28690 0.15 0.72 -0.48 0.303
O 3.02599 -2.95671 -0.12317 -0.06 -0.29 0.91 -0.728
H 0.04287 1.91452 -3.41748 -0.17 -0.72 -0.34 0.324
H -1.05227 1.39096 -4.48509 0.51 -0.24 0.50 0.321
O -0.68389 2.14480 -4.00595 -0.25 1.00 -0.20 -0.679
H 1.66337 1.86576 -0.78712 0.19 -0.03 -0.58 0.306
H 2.71281 1.16373 -1.75176 -0.45 0.01 0.02 0.264
O 2.42290 1.25728 -0.83841 0.35 -0.15 0.16 -0.622
H -1.93840 -3.81904 -2.18507 -0.09 -0.28 0.10 0.276
H -0.59946 -3.25023 -2.66791 0.24 -0.08 0.14 0.304
O -1.53805 -3.04189 -2.57130 -0.10 -0.04 -0.61 -0.604
H -3.08175 1.24258 -1.63836 0.18 0.38 0.36 0.303
H -3.98298 0.83573 -0.48127 -0.03 -0.03 -0.12 0.259
O -3.37592 0.46941 -1.13209 -0.07 -0.08 -0.30 -0.628



13
Properties=species:S:1:pos:R:3:forces:R:3:mulliken_charge:R:1 method="wB97M-V/def2-TZVPD" homo_lumo_gap_ha="0.2793 / 0.2296" lumo_energy_ev="-0.867 / -1.546"
C 0.40636 -0.03877 0.75079 1.86 1.59 0.87 0.300
C 0.97919 1.25780 0.12858 1.26 0.35 0.75 -0.578
C -1.02483 0.63372 -1.00965 -3.12 -1.50 -1.64 -0.176
C -0.94398 -0.11233 0.12596 -0.71 -0.56 -0.68 -0.270
C 1.66187 -0.99740 0.38288 -1.56 -0.02 1.76 0.477
O 2.58667 -1.01743 1.12235 0.28 0.20 -0.23 -0.427
O -3.46443 -0.71666 -0.42365 0.34 0.05 0.14 -0.475
S 0.27087 1.64556 -1.34123 0.08 0.41 -0.17 -0.095
S -2.42290 -0.97215 0.60906 0.98 0.07 0.03 0.303
Cl 1.57402 -2.06125 -0.97955 -0.29 0.07 -0.59 -0.147
H 0.45677 0.07687 1.87864 -0.14 -0.52 -1.29 0.362
H 1.86690 1.85009 0.45290 -0.85 -0.98 -0.12 0.391
H -1.94649 0.45193 -1.69707 1.87 0.84 1.17 0.336



11
Properties=species:S:1:pos:R:3:forces:R:3:mulliken_charge:R:1 method="wB97M-V/def2-TZVPD" de_lowest_kj_mol=208.7 smiles="C#CC(=S)[C@@H](Cl)C=O" homo_lumo_gap_ha=0.2895 lumo_energy_ev=-1.542
C -1.38309 2.08967 1.27579 -0.16 1.74 1.42 0.356
C -1.13182 1.07926 0.70252 0.82 -1.34 -1.08 -0.560
C -0.79617 -0.08910 -0.06904 -1.01 -0.25 -0.43 -0.282
S -1.99517 -1.04652 -0.63099 0.65 0.30 0.22 -0.171
C 0.66542 -0.42029 -0.32322 -0.53 1.15 0.66 0.258
Cl 1.51742 0.90394 -1.13094 0.02 0.37 -0.52 -0.173
C 1.36823 -0.55437 1.01002 0.32 -0.80 -0.07 -0.157
O 1.60523 -1.65684 1.40030 0.25 -0.37 0.67 -0.433
H -1.52397 2.98121 1.88432 -0.05 -0.71 -0.62 0.427
H 0.77137 -1.32900 -0.88792 -0.07 -0.24 -0.14 0.366
H 1.70186 0.34869 1.54663 -0.25 0.15 -0.11 0.370



10
Properties=species:S:1:pos:R:3:forces:R:3:mulliken_charge:R:1 method="wB97M-V/def2-TZVPD" de_lowest_kj_mol=0.0 smiles="S=C1C=CC(Cl)=C1" homo_lumo_gap_ha=0.2756 lumo_energy_ev=-1.633
S 2.69053 -0.84731 -0.02544 0.06 -0.10 0.07 -0.247
C 1.15658 -0.36770 0.02412 -0.25 0.20 -0.22 0.463
C 0.69598 1.05630 0.00555 0.14 -0.28 0.01 -0.596
C -0.63655 1.04641 -0.01605 -0.13 0.11 0.10 -0.417
C -1.10376 -0.35886 0.00164 0.42 -0.51 -0.06 0.385
Cl -2.75739 -0.78568 -0.01847 -0.03 0.08 0.01 -0.178
C -0.06179 -1.20566 0.01716 0.08 -0.12 0.16 -0.649
H 1.39099 1.88504 -0.00603 -0.18 -0.05 0.02 0.418
H -1.32444 1.87146 -0.02470 -0.03 0.23 -0.05 0.417
H -0.05015 -2.29400 0.04223 -0.08 0.43 -0.04 0.404